Computed, not measured: a molecular structure, C20H44ClFeN3P2, with wB97M-V/def2-TZVPD.

- ⟨S²⟩: 8.8207
- 2S+1: 6
- Net charge: -1
- Kohn-Sham gap (alpha / beta): 2.4 / 6.9 eV

Atoms and positions in Å:
Fe1 1.0995 1.4977 0.1236
P1 -0.6804 2.6799 -0.4333
C1 -2.4325 2.5856 0.0630
C2 0.2047 3.8263 0.6842
C3 -0.5301 3.1499 -2.1783
C4 -2.7720 1.5071 1.0953
H1 -2.8937 2.2790 -0.8883
C5 -2.9635 3.9613 0.4740
H2 -2.6392 4.2383 1.4882
H3 -4.0629 3.9198 0.4593
H4 -2.6456 4.7528 -0.2171
H5 -2.5765 0.4925 0.7320
H6 -3.8446 1.5539 1.3272
H7 -2.2390 1.6199 2.0476
H8 -0.9844 2.2718 -2.6550
C6 0.8791 3.3161 -2.7488
C7 -1.3832 4.3843 -2.4512
H9 -2.4490 4.1926 -2.2555
H10 -1.2670 4.6542 -3.5123
H11 -1.0690 5.2592 -1.8516
H12 1.6624 2.7578 -2.2121
H13 1.1676 4.3762 -2.7812
H14 0.9157 2.9324 -3.7824
C8 -0.0655 3.5765 2.1704
H15 -0.2236 4.7976 0.3933
C9 1.7256 3.8709 0.4562
H16 -1.1128 3.5670 2.4452
H17 0.4299 4.3540 2.7616
H18 0.3648 2.6177 2.4828
H19 2.2491 2.9146 0.6994
H20 2.1396 4.6133 1.1525
H21 1.9950 4.1601 -0.5559
Cl1 1.3980 0.3581 2.0238
H22 -0.5092 1.1904 -0.4695
H23 1.4304 -0.3506 -2.5700
P2 0.2733 -3.0611 0.0440
C10 -0.1010 -3.6910 -1.6143
C11 1.9312 -3.6013 0.7022
C12 -1.1287 -3.2562 1.1680
C13 0.2294 -2.6863 -2.7399
H24 -1.2011 -3.7926 -1.5838
C14 0.6018 -5.0414 -1.7713
H25 1.6964 -4.9164 -1.8566
H26 0.2477 -5.4982 -2.7079
H27 0.4104 -5.7328 -0.9285
H28 -0.3940 -1.7795 -2.6307
H29 -0.0416 -3.2222 -3.6624
H30 1.3039 -2.4162 -2.7569
H31 -1.9466 -2.8543 0.5337
C15 -1.0842 -2.4079 2.4630
C16 -1.2492 -4.7656 1.3772
H32 -1.4752 -5.2671 0.4254
H33 -2.0405 -4.9932 2.1037
H34 -0.3031 -5.1823 1.7613
H35 -0.5233 -1.4662 2.3157
H36 -0.6398 -2.9909 3.2867
H37 -2.1321 -2.1646 2.6968
C17 3.0887 -2.9985 -0.1079
H38 1.9449 -4.7003 0.5593
C18 2.0930 -3.2210 2.1877
H39 2.9929 -3.1792 -1.1942
H40 3.9839 -3.5111 0.2784
H41 3.1857 -1.9131 0.0774
H42 2.0911 -2.1270 2.3820
H43 3.1020 -3.5865 2.4364
H44 1.3269 -3.6636 2.8532
N1 1.4756 0.2815 -1.7379
C19 2.5350 0.4516 -1.0452
N2 3.7894 0.5597 -1.1742
C20 4.7945 1.0259 -0.5076
N3 5.7788 1.4067 0.0127

***

Computed, not measured: a molecular structure, C20H44F5N4O5PSi2, with wB97M-V/def2-TZVPD.

- 2S+1: 1
- Net charge: 0
- Kohn-Sham gap: 8.0 eV

Atoms and positions in Å:
N1 1.8798 -2.0599 -1.3698
P1 0.7371 -0.7274 -1.1626
O1 1.4772 0.7292 -1.7819
Si1 -1.1435 -1.0951 -2.3292
O2 -1.0479 -0.5441 -3.9674
Si2 0.4239 -1.0416 -4.7474
C1 -2.5310 -0.1892 -1.3621
F1 -2.4044 -0.5068 0.0324
F2 -2.2527 1.2410 -1.4970
C2 -4.0062 -0.3989 -1.9103
C3 -5.0775 0.6776 -1.4878
C4 -6.5696 0.6237 -1.8821
C5 -7.0289 -0.5810 -2.7730
C6 -6.0163 -1.6808 -3.2275
C7 -6.5184 -2.9282 -4.1078
F3 -7.6194 -2.4644 -4.8880
F4 -7.0049 -3.9056 -3.1762
F5 -5.4437 -3.4098 -4.8897
C8 -4.5110 -1.5654 -2.7808
H1 1.7758 -2.5449 -2.2743
H2 1.7235 -2.7573 -0.6288
H3 0.8156 1.4220 -1.5406
H4 -1.4389 -2.5450 -2.2167
H5 0.2408 -1.1429 -6.2114
H6 1.4364 0.0011 -4.4777
H7 0.9262 -2.3460 -4.2833
H8 -4.7496 1.5451 -0.8105
H9 -7.2720 1.4345 -1.4973
H10 -8.1278 -0.6710 -3.0675
H11 -3.8066 -2.3993 -3.0980
C9 -11.5429 3.7563 -4.1792
C10 -10.8704 2.3876 -4.2151
C11 -10.0823 2.0378 -2.9346
O3 -8.8431 2.7261 -2.7898
C12 -8.9663 4.0750 -2.3697
N2 -10.0196 2.3058 -5.4093
H12 -10.8511 4.5767 -4.3768
H13 -12.3192 3.8164 -4.9495
H14 -12.0242 3.9370 -3.2133
H15 -11.6681 1.6422 -4.3142
H16 -9.8218 0.9747 -2.9828
H17 -10.6976 2.1622 -2.0352
H18 -9.7772 4.2092 -1.6496
H19 -9.1028 4.7255 -3.2343
H20 -8.0267 4.3679 -1.8921
H21 -9.6661 1.3540 -5.4948
H22 -9.1820 2.8593 -5.2245
C13 6.7887 -1.1586 2.6701
C14 6.5042 -1.5690 1.2286
C15 5.0205 -1.4494 0.8189
O4 4.1723 -2.4632 1.3564
C16 3.8346 -2.2808 2.7208
N3 7.0137 -2.9292 1.0110
H23 6.5233 -1.9306 3.3945
H24 7.8582 -0.9660 2.8051
H25 6.2542 -0.2406 2.9340
H26 7.0707 -0.8863 0.5844
H27 4.9628 -1.5657 -0.2687
H28 4.6184 -0.4536 1.0415
H29 3.6893 -1.2270 2.9714
H30 4.5967 -2.7306 3.3587
H31 2.8992 -2.8147 2.9122
H32 6.9299 -3.1551 0.0211
H33 6.3630 -3.5731 1.4623
C17 9.8189 1.6385 7.6017
C18 10.5887 0.7655 6.6155
C19 9.8531 0.5218 5.2802
O5 8.7652 -0.3940 5.3567
C20 7.5866 0.1440 5.9327
N4 10.9416 -0.4990 7.2733
H34 9.0336 1.0949 8.1295
H35 10.4951 2.0262 8.3712
H36 9.3648 2.4984 7.1001
H37 11.5181 1.2960 6.3774
H38 10.5669 0.0691 4.5834
H39 9.5301 1.4637 4.8197
H40 7.4308 1.1889 5.6526
H41 7.6182 0.0320 7.0173
H42 6.7354 -0.4413 5.5731
H43 11.5548 -1.0287 6.6558
H44 10.0937 -1.0658 7.3169

***

Computed, not measured: 3 unconnected molecules or ions with the total composition C20H44N2O8, with wB97M-V/def2-TZVPD.

- 2S+1: 1
- SMILES string: CCCCO[C@@]1(C)COC(=O)O1.COCCNCCOC.COCCNCCOC
- Net charge: 0
- Kohn-Sham gap: 9.2 eV

Atoms and positions in Å:
C1 3.2794 -2.2817 -0.3701
C2 2.7466 -3.7114 -0.5189
C3 2.1484 -4.0096 -1.9131
C4 0.9648 -4.9900 -1.9053
O1 -0.3228 -4.4111 -2.1278
C5 -0.9302 -3.6313 -1.1460
C6 -0.9918 -4.2444 0.2645
C7 -0.4576 -2.1598 -1.1605
O2 -1.6738 -1.4188 -1.0341
C8 -2.7147 -2.2765 -1.1281
O3 -3.8006 -2.0060 -0.8083
O4 -2.2977 -3.4599 -1.6215
H1 2.5316 -1.5295 -0.6635
H2 3.5961 -2.0802 0.6622
H3 4.1584 -2.1264 -1.0142
H4 3.5741 -4.4132 -0.3307
H5 1.9968 -3.9214 0.2606
H6 1.8614 -3.0704 -2.4117
H7 2.9267 -4.4546 -2.5510
H8 0.9711 -5.5581 -0.9661
H9 1.0612 -5.7216 -2.7160
H10 -0.5373 -5.2348 0.3056
H11 -2.0433 -4.3514 0.5622
H12 -0.4855 -3.6111 1.0042
H13 0.2456 -1.9066 -0.3604
H14 0.0088 -1.9332 -2.1295
C9 -3.4063 3.8188 4.8738
O5 -4.2864 2.7206 4.7831
C10 -5.0385 2.6427 3.5784
C11 -4.5653 1.5176 2.6853
N1 -3.2490 1.7901 2.1332
C12 -2.6145 0.6763 1.4365
C13 -2.3881 -0.6295 2.1848
O6 -1.3777 -0.5849 3.1802
C14 -1.7621 -0.0021 4.4080
H15 -3.0909 3.8934 5.9133
H16 -2.5126 3.6985 4.2501
H17 -3.9018 4.7517 4.5873
H18 -4.9992 3.5989 3.0461
H19 -6.0778 2.4502 3.8571
H20 -5.2781 1.4146 1.8603
H21 -4.6104 0.5881 3.2691
H22 -2.6381 2.1273 2.8653
H23 -1.6387 1.0300 1.0928
H24 -3.2010 0.4501 0.5409
H25 -2.0363 -1.3595 1.4551
H26 -3.3191 -1.0275 2.6069
H27 -2.7942 -0.2568 4.6682
H28 -1.6627 1.0877 4.4040
H29 -1.0991 -0.3990 5.1766
C15 0.7478 0.9601 -0.4967
O7 1.6473 0.4214 -1.4479
C16 1.2617 0.5844 -2.8075
C17 2.1244 1.6031 -3.5187
N2 1.8730 2.9478 -3.0318
C18 2.8070 3.9701 -3.4842
C19 4.2943 3.7898 -3.2000
O8 4.6615 3.9380 -1.8422
C20 4.4341 2.8074 -1.0270
H30 1.0227 0.5526 0.4765
H31 0.7990 2.0527 -0.4365
H32 -0.2819 0.6719 -0.7252
H33 0.2032 0.8582 -2.8711
H34 1.3953 -0.3825 -3.3033
H35 1.8864 1.5647 -4.5874
H36 3.1705 1.2855 -3.4071
H37 1.8377 2.9446 -2.0211
H38 2.4985 4.9170 -3.0346
H39 2.6892 4.0845 -4.5680
H40 4.8200 4.5851 -3.7333
H41 4.6756 2.8361 -3.5880
H42 4.6472 1.8764 -1.5626
H43 3.4090 2.7640 -0.6465
H44 5.1087 2.8828 -0.1748

***

Computed, not measured: 4 unconnected molecules or ions with the total composition C20H44N4O6, with wB97M-V/def2-TZVPD.

- ΔE to the lowest compared entry with this formula, charge and spin: 7.214 eV
- 2S+1: 1
- SMILES string: CC1(C)CCCC(C)(C)N1O.CC1(C)CCCC(C)(C)N1O.C[N+](=O)[O-].C[N+](=O)[O-]
- Net charge: 0
- Kohn-Sham gap: 7.7 eV

Atoms and positions in Å:
C1 -0.9316 -0.1335 0.9264
N1 -2.1829 -0.0387 0.0573
O1 -2.3853 0.9848 -0.5814
O2 -2.8554 -1.0448 -0.0389
H1 -0.7139 0.8378 1.3572
H2 -0.1337 -0.4265 0.2614
H3 -1.0503 -0.8772 1.7156
C2 -0.9534 -1.6429 -3.5481
N2 -0.1893 -1.4083 -2.3717
O3 0.1136 -0.2228 -2.0456
O4 0.2012 -2.3195 -1.6507
H4 -0.7821 -0.7391 -4.1788
H5 -1.9859 -1.6792 -3.1963
H6 -0.5828 -2.5327 -3.9865
C3 0.2725 -2.0825 6.2755
C4 0.3072 -1.9493 4.7694
C5 1.6278 -2.5633 4.2038
C6 1.5659 -4.0439 4.0242
C7 0.3142 -4.3883 3.1715
C8 -1.0597 -3.8771 3.7204
N3 -0.8564 -2.4203 4.0159
O5 -2.1095 -1.9888 4.6885
C9 -2.1246 -3.9951 2.6076
C10 -1.4974 -4.7438 5.0073
C11 0.4410 -0.4353 4.3606
H7 0.4958 -3.0640 6.6378
H8 -0.7388 -1.8507 6.6838
H9 1.0056 -1.3626 6.6229
H10 1.8195 -2.1811 3.1820
H11 2.4269 -2.2275 4.8686
H12 1.7243 -4.6468 5.0065
H13 2.4781 -4.2869 3.4234
H14 0.1709 -5.4799 3.0057
H15 0.4335 -3.9509 2.1376
H16 -2.9254 -3.3091 2.8512
H17 -1.5841 -3.7677 1.6313
H18 -2.5196 -5.0078 2.4803
H19 -1.8645 -5.6636 4.6194
H20 -0.6183 -5.0346 5.7608
H21 -2.2889 -4.1926 5.5542
H22 0.3785 -0.3397 3.2800
H23 1.4680 -0.0675 4.6201
H24 -0.3812 0.0202 4.8934
H25 -2.3437 -1.2485 4.1129
C12 -0.2945 1.7860 -5.6966
C13 0.2454 2.9433 -4.8337
C14 -0.8403 3.9967 -4.6065
C15 -0.2976 5.0815 -3.7217
C16 -0.0220 4.5012 -2.3511
C17 1.0840 3.4357 -2.4463
N4 0.6429 2.4629 -3.4951
O6 1.6499 1.4880 -3.6107
C18 2.5238 4.0221 -2.7638
C19 1.1580 2.7074 -1.0661
C20 1.3189 3.6327 -5.7065
H26 0.4247 1.0414 -5.8973
H27 -1.1952 1.3949 -5.2251
H28 -0.4780 2.1360 -6.6957
H29 -1.1477 4.3189 -5.6130
H30 -1.7142 3.5879 -4.0871
H31 0.5833 5.4322 -4.1546
H32 -0.9780 5.9102 -3.6501
H33 -0.9413 4.0935 -1.9124
H34 0.4418 5.3146 -1.6740
H35 2.4539 4.9865 -3.2649
H36 3.0615 3.2412 -3.2935
H37 3.0858 4.2177 -1.8407
H38 1.9104 1.9313 -1.1700
H39 0.2484 2.2146 -0.7371
H40 1.6752 3.3900 -0.4266
H41 0.7411 4.3388 -6.3228
H42 2.0183 4.2055 -5.0540
H43 1.8435 2.8781 -6.3513
H44 1.2117 0.7005 -3.2685

***

Computed, not measured: 6 unconnected molecules or ions with the total composition C20H44N6O5P, with wB97M-V/def2-TZVPD.

- 2S+1: 1
- Net charge: -1
- Kohn-Sham gap: 5.4 eV

Atoms and positions in Å:
P1 -2.6116 1.7342 -0.0037
C1 -0.8054 1.0796 -0.1412
C2 0.0854 1.5342 -1.0982
C3 1.3524 1.0101 -1.1199
N1 1.8433 0.0859 -0.3071
C4 0.9801 -0.3776 0.6017
C5 -0.2956 0.1141 0.6835
H1 -2.4855 1.8489 1.4775
H2 -3.0518 0.3267 0.1600
H3 -2.7337 1.5787 -1.4742
H4 -2.1736 3.0765 -0.1786
H5 -4.0320 2.1499 0.0861
H6 -0.2219 2.2901 -1.8110
H7 2.0383 1.3957 -1.8802
H8 1.3186 -1.1505 1.2844
H9 -0.9549 -0.2963 1.4483
C6 -0.0637 6.1967 0.1149
C7 -0.7709 5.6841 -1.1137
O1 -1.7896 5.0257 -1.0389
N2 -0.2234 5.9845 -2.3329
C8 0.9757 6.7471 -2.6101
H10 -0.6117 5.8761 0.9928
H11 0.9487 5.7924 0.1720
H12 -0.0280 7.2862 0.1079
H13 -0.7450 5.6104 -3.1090
H14 0.7245 7.6141 -3.2266
H15 1.6872 6.1248 -3.1585
H16 1.4431 7.0911 -1.6937
C9 5.1598 -3.8367 -2.5299
C10 3.8476 -4.2229 -3.1693
O2 3.7978 -5.0013 -4.1205
N3 2.7272 -3.6779 -2.6562
C11 2.6038 -2.7441 -1.5393
H17 5.9662 -4.3495 -3.0465
H18 5.3200 -2.7614 -2.6099
H19 5.1728 -4.1309 -1.4802
H20 1.8848 -3.9705 -3.1251
H21 1.9761 -3.1962 -0.7707
H22 2.1279 -1.8303 -1.8834
H23 3.5677 -2.4982 -1.1107
C12 1.4674 -9.4771 -2.3895
C13 0.4038 -8.4438 -2.6818
O3 -0.6208 -8.3666 -2.0206
N4 0.6307 -7.5963 -3.7161
C14 1.7845 -7.5465 -4.6043
H24 1.1483 -10.0772 -1.5425
H25 1.6093 -10.1327 -3.2495
H26 2.4114 -8.9918 -2.1392
H27 -0.1121 -6.9308 -3.8597
H28 2.2526 -6.5646 -4.5290
H29 1.4441 -7.7012 -5.6308
H30 2.5136 -8.3082 -4.3517
C15 -2.8918 7.1755 2.0780
C16 -1.8625 8.0087 2.8056
O4 -0.8522 8.4254 2.2606
N5 -2.0975 8.2872 4.1188
C17 -3.2285 7.8812 4.9301
H31 -2.5767 7.0332 1.0494
H32 -2.9914 6.1946 2.5445
H33 -3.8585 7.6814 2.0784
H34 -1.3759 8.8443 4.5471
H35 -3.7404 8.7675 5.3115
H36 -2.8756 7.2906 5.7778
H37 -3.9313 7.2875 4.3566
C18 -1.5957 -4.1128 2.4507
C19 -0.5637 -3.2544 3.1408
O5 0.4344 -2.8557 2.5685
N6 -0.7872 -2.9282 4.4447
C20 -1.9093 -3.3024 5.2817
H38 -1.2810 -4.2827 1.4259
H39 -1.6884 -5.0773 2.9529
H40 -2.5630 -3.6092 2.4385
H41 -0.0636 -2.3519 4.8433
H42 -2.4182 -2.4022 5.6316
H43 -1.5477 -3.8588 6.1495
H44 -2.6178 -3.9180 4.7387

***

Computed, not measured: a molecular structure, C20H44NOOsP3S, with wB97M-V/def2-TZVPD.

- ⟨S²⟩: 6.0394
- 2S+1: 5
- Net charge: +4
- Kohn-Sham gap (alpha / beta): 8.2 / 4.7 eV

Atoms and positions in Å:
Os1 -0.4144 -0.0480 0.4309
P1 -1.7615 1.8541 0.6958
P2 -2.0287 -1.3720 1.5639
P3 1.2801 1.1155 -0.5780
H1 -0.9938 -2.4171 -0.8578
C1 -0.1408 -1.7308 -0.8372
C2 0.7621 -1.8265 0.3050
H2 0.5341 -2.6005 1.0376
C3 -2.9636 2.0362 -0.6727
C4 -2.8219 2.0103 2.1874
C5 -0.9927 3.5140 0.8656
C6 -1.7231 -3.1716 1.7118
C7 -2.2293 -0.9905 3.3477
C8 -3.6920 -1.3294 0.8179
C9 2.7795 0.1985 -1.0901
C10 2.1436 2.2461 0.5694
C11 0.6589 2.1733 -1.9314
H3 0.3059 -1.5078 -1.8108
H4 1.8257 -1.6567 0.1244
H5 -3.5726 2.9417 -0.5344
H6 -3.6246 1.1621 -0.7027
H7 -2.4258 2.1061 -1.6250
H8 -3.3044 2.9986 2.1741
H9 -2.1963 1.9533 3.0873
H10 -3.5992 1.2401 2.2257
H11 -1.7837 4.2380 1.1100
H12 -0.4933 3.8505 -0.0465
H13 -0.2758 3.5077 1.6965
H14 -2.6537 -3.6608 2.0207
H15 -0.9564 -3.3625 2.4729
H16 -1.3941 -3.5993 0.7614
H17 -3.2424 -1.2505 3.6730
H18 -2.0523 0.0675 3.5548
H19 -1.5151 -1.5857 3.9265
H20 -4.3081 -2.1540 1.1945
H21 -3.6009 -1.4433 -0.2660
H22 -4.2019 -0.3862 1.0271
H23 3.4007 0.8540 -1.7123
H24 2.5436 -0.7039 -1.6695
H25 3.3478 -0.1024 -0.2000
H26 2.8853 2.8281 0.0031
H27 2.6549 1.6556 1.3356
H28 1.4522 2.9304 1.0615
H29 1.4776 2.5095 -2.5769
H30 0.1695 3.0500 -1.5074
H31 -0.0795 1.6511 -2.5527
C12 1.6670 -1.1770 -5.4589
C13 1.1247 -0.5658 -6.6020
C14 1.2012 -1.2209 -7.8284
C15 1.8370 -2.4666 -7.9057
C16 2.5058 -2.9962 -6.8015
C17 2.4436 -2.3440 -5.5679
S1 1.3612 -0.4256 -3.9054
H32 0.1033 -0.9075 -3.6575
H33 0.6103 0.3908 -6.4727
H34 0.7409 -0.7590 -8.7031
H35 1.8014 -3.0248 -8.8393
H36 3.0598 -3.9296 -6.8838
H37 2.9363 -2.7243 -4.6745
C18 1.4012 1.7515 4.9716
N1 1.2975 0.3038 4.7992
C19 1.4383 -0.5498 5.9674
C20 0.9590 -0.2496 3.6272
O1 0.6871 0.4269 2.5993
H38 1.7467 1.9113 5.9968
H39 0.4319 2.2501 4.8212
H40 2.1182 2.1770 4.2558
H41 0.4859 -1.0367 6.2290
H42 2.1677 -1.3467 5.7703
H43 1.7727 0.0747 6.8019
H44 0.9220 -1.3549 3.6506

***

- Which of these has the highest 2S+1?
  C20H44ClFeN3P2